Molecular formula: C27H63Cl2NO9S
Method: DFT, the ωB97M-V functional and the def2-TZVPD basis

Last columns: bonded neighbours and bond lengths (Å).
Geometry (Å):
1 C 3.7662 3.0004 0.7333  C2 1.521, H13 1.079, H14 1.075, H15 1.071
2 C 4.7222 1.8863 0.3371  C1 1.521, Cl3 1.788, C4 1.534, H16 1.073
3 Cl 5.7076 1.3542 1.7313  C2 1.788
4 C 4.0629 0.6847 -0.3507  C2 1.534, Cl5 1.767, C6 1.540, H17 1.083
5 Cl 5.2725 -0.5244 -0.7954  C4 1.767
6 C 2.9539 -0.0220 0.4500  C4 1.540, O7 1.205, O8 1.377
7 O 2.8724 -1.2235 0.5026  C6 1.205
8 O 2.0311 0.7537 1.1152  C6 1.377, C9 1.425
9 C 0.9690 1.1216 0.2393  O8 1.425, N10 1.471, H18 1.081, H19 1.081
10 N 0.2955 2.2858 0.8344  C9 1.471, C11 1.215
11 C 0.1057 3.1997 0.0565  N10 1.215, S12 1.552
12 S -0.1354 4.3505 -0.9564  C11 1.552
13 H 4.1303 3.9316 0.3277  C1 1.079
14 H 3.7040 3.1245 1.7988  C1 1.075
15 H 2.7810 2.8599 0.3375  C1 1.071
16 H 5.4073 2.2947 -0.3801  C2 1.073
17 H 3.6426 1.0576 -1.2760  C4 1.083
18 H 1.3412 1.3678 -0.7454  C9 1.081
19 H 0.2724 0.2960 0.1996  C9 1.081
20 C -4.8422 1.3591 1.5567  C21 1.520, H24 1.090, H25 1.091, H26 1.090
21 C -3.5964 0.6099 1.1122  C20 1.520, C22 1.522, O23 1.428, H27 1.091
22 C -2.7012 0.2711 2.2952  C21 1.522, H28 1.093, H29 1.091, H30 1.091
23 O -2.8727 1.3834 0.1544  C21 1.428, H31 0.962
24 H -4.5754 2.3023 2.0339  C20 1.090
25 H -5.4715 1.5966 0.6979  C20 1.091
26 H -5.4278 0.7725 2.2653  C20 1.090
27 H -3.8822 -0.3083 0.5979  C21 1.091
28 H -2.3661 1.1847 2.7941  C22 1.093
29 H -1.8109 -0.2639 1.9616  C22 1.091
30 H -3.2256 -0.3481 3.0245  C22 1.091
31 H -2.6031 2.2023 0.5815  O23 0.962
32 C 9.2718 2.4226 -3.0431  C33 1.521, H36 1.093, H37 1.090, H38 1.091
33 C 8.0243 3.2750 -2.8721  C32 1.521, C34 1.521, O35 1.429, H39 1.090
34 C 8.3501 4.6277 -2.2573  C33 1.521, H40 1.093, H41 1.090, H42 1.091
35 O 7.0640 2.5852 -2.0697  C33 1.429, H43 0.963
36 H 9.7364 2.2273 -2.0730  C32 1.093
37 H 9.0186 1.4585 -3.4840  C32 1.090
38 H 10.0043 2.9169 -3.6822  C32 1.091
39 H 7.5482 3.4217 -3.8418  C33 1.090
40 H 8.7872 4.4994 -1.2633  C34 1.093
41 H 7.4446 5.2242 -2.1422  C34 1.090
42 H 9.0568 5.1836 -2.8743  C34 1.091
43 H 7.4630 2.4352 -1.2059  O35 0.963
44 C 0.4869 -3.8312 -0.6534  C45 1.519, H48 1.094, H49 1.089, H50 1.089
45 C 0.3338 -3.9559 -2.1596  C44 1.519, C46 1.521, O47 1.431, H51 1.091
46 C 1.2193 -5.0575 -2.7223  C45 1.521, H52 1.094, H53 1.091, H54 1.091
47 O 0.6455 -2.7100 -2.7904  C45 1.431, H55 0.962
48 H 1.5175 -3.5701 -0.3964  C44 1.094
49 H -0.1519 -3.0402 -0.2641  C44 1.089
50 H 0.2296 -4.7597 -0.1457  C44 1.089
51 H -0.7074 -4.1660 -2.4066  C45 1.091
52 H 2.2729 -4.8404 -2.5253  C46 1.094
53 H 1.0983 -5.1299 -3.8045  C46 1.091
54 H 0.9782 -6.0248 -2.2791  C46 1.091
55 H 1.5627 -2.5070 -2.5819  O47 0.962
56 C 2.5132 -6.6203 -7.4967  C57 1.521, H60 1.093, H61 1.090, H62 1.091
57 C 2.9712 -7.4340 -6.2957  C56 1.521, C58 1.521, O59 1.428, H63 1.090
58 C 3.8995 -6.6305 -5.3983  C57 1.521, H64 1.094, H65 1.090, H66 1.091
59 O 3.6141 -8.6331 -6.7282  C57 1.428, H67 0.962
60 H 3.3711 -6.3274 -8.1082  C56 1.093
61 H 1.8484 -7.2106 -8.1273  C56 1.090
62 H 1.9876 -5.7160 -7.1864  C56 1.091
63 H 2.1009 -7.7549 -5.7225  C57 1.090
64 H 4.8024 -6.3382 -5.9415  C58 1.094
65 H 4.2159 -7.2271 -4.5424  C58 1.090
66 H 3.4102 -5.7272 -5.0313  C58 1.091
67 H 4.3889 -8.3811 -7.2389  O59 0.962
68 C -8.5430 3.1006 4.8788  C69 1.521, H72 1.093, H73 1.090, H74 1.091
69 C -7.2828 2.3716 4.4388  C68 1.521, C70 1.521, O71 1.428, H75 1.091
70 C -6.3983 2.0196 5.6248  C69 1.521, H76 1.093, H77 1.091, H78 1.091
71 O -6.5536 3.1660 3.5021  C69 1.428, H79 0.964
72 H -8.2861 4.0397 5.3760  C68 1.093
73 H -9.1639 3.3463 4.0170  C68 1.090
74 H -9.1302 2.4948 5.5698  C68 1.091
75 H -7.5565 1.4607 3.9050  C69 1.091
76 H -6.0775 2.9267 6.1438  C70 1.093
77 H -5.4999 1.4989 5.2914  C70 1.091
78 H -6.9255 1.3840 6.3370  C70 1.091
79 H -6.2980 3.9819 3.9463  O71 0.964
80 C 0.0707 -4.4102 4.7783  C81 1.521, H84 1.093, H85 1.090, H86 1.091
81 C 0.6420 -4.6027 3.3813  C80 1.521, C82 1.521, O83 1.426, H87 1.091
82 C 2.1332 -4.3034 3.3400  C81 1.521, H88 1.093, H89 1.090, H90 1.091
83 O -0.0495 -3.7786 2.4445  C81 1.426, H91 0.962
84 H 0.1969 -3.3734 5.1013  C80 1.093
85 H -0.9974 -4.6285 4.7883  C80 1.090
86 H 0.5658 -5.0586 5.5026  C80 1.091
87 H 0.4679 -5.6295 3.0568  C81 1.091
88 H 2.3214 -3.2630 3.6177  C82 1.093
89 H 2.5245 -4.4460 2.3327  C82 1.090
90 H 2.6862 -4.9485 4.0245  C82 1.091
91 H 0.0886 -2.8618 2.7017  O83 0.962
92 C -8.1037 6.1758 0.9480  C93 1.521, H96 1.093, H97 1.090, H98 1.091
93 C -6.6609 6.2834 0.4773  C92 1.521, C94 1.521, O95 1.426, H99 1.091
94 C -6.4262 5.4772 -0.7913  C93 1.521, H100 1.093, H101 1.090, H102 1.091
95 O -5.7741 5.8498 1.5070  C93 1.426, H103 0.963
96 H -8.3507 5.1364 1.1804  C92 1.093
97 H -8.2536 6.7589 1.8572  C92 1.090
98 H -8.7977 6.5340 0.1862  C92 1.091
99 H -6.4148 7.3299 0.2940  C93 1.091
100 H -6.6250 4.4174 -0.6110  C94 1.093
101 H -5.3884 5.5644 -1.1134  C94 1.090
102 H -7.0727 5.8160 -1.6021  C94 1.091
103 H -5.9726 4.9256 1.6883  O95 0.963

calculated total energy: -3116.97939 Ha
lowest unoccupied orbital energy: 0.08 eV
net charge: 0
strongest force on any atom: 0.0359 hartree/bohr
HOMO-LUMO gap: 9.97 eV
multiplicity: 1
structure (SMILES): C[C@@H](Cl)[C@@H](Cl)C(=O)OCN=C=S.CC(C)O.CC(C)O.CC(C)O.CC(C)O.CC(C)O.CC(C)O.CC(C)O

=====

Molecular formula: C27H63N9O9
Method: DFT, the ωB97M-V functional and the def2-TZVPD basis

Last columns: bonded neighbours and bond lengths (Å).
Geometry (Å):
1 C 20.8715 15.9688 -4.2005  O2 1.250, N3 1.372, H6 1.101
2 O 21.7767 15.1136 -4.3050  C1 1.250
3 N 21.1104 17.3126 -4.3391  C1 1.372, C4 1.450, C5 1.429
4 C 19.9424 18.1682 -4.4231  N3 1.450, H7 1.090, H8 1.090, H9 1.090
5 C 22.4121 17.8971 -4.2633  N3 1.429, H10 1.090, H11 1.090, H12 1.090
6 H 19.8157 15.6744 -4.0970  C1 1.101
7 H 19.7031 18.6098 -3.4557  C4 1.090
8 H 19.1184 17.6565 -4.9203  C4 1.090
9 H 20.1493 18.9434 -5.1610  C4 1.090
10 H 23.1314 17.4366 -3.5861  C5 1.090
11 H 22.8187 18.1115 -5.2516  C5 1.090
12 H 22.3871 18.9461 -3.9682  C5 1.090
13 C 18.7439 19.9899 0.8567  O14 1.245, N15 1.314, H18 1.101
14 O 18.0456 20.7611 1.5397  C13 1.245
15 N 18.3561 18.8051 0.4428  C13 1.314, C16 1.486, C17 1.519
16 C 19.1564 17.9062 -0.4282  N15 1.486, H19 1.090, H20 1.090, H21 1.090
17 C 17.1249 18.0595 0.9293  N15 1.519, H22 1.090, H23 1.090, H24 1.090
18 H 19.6073 20.4675 0.3681  C13 1.101
19 H 19.0477 16.8329 -0.2720  C16 1.090
20 H 20.1882 18.2573 -0.4409  C16 1.090
21 H 18.7608 18.0691 -1.4308  C16 1.090
22 H 16.5473 17.5041 0.1904  C17 1.090
23 H 17.3068 17.4265 1.7979  C17 1.090
24 H 16.5207 18.8675 1.3417  C17 1.090
25 C 19.5651 22.4894 4.0158  O26 1.236, N27 1.384, H30 1.101
26 O 20.0821 22.1401 5.0823  C25 1.236
27 N 19.4094 23.8176 3.6584  C25 1.384, C28 1.460, C29 1.521
28 C 18.9732 24.3996 2.3929  N27 1.460, H31 1.090, H32 1.090, H33 1.090
29 C 19.8149 24.8628 4.6856  N27 1.521, H34 1.090, H35 1.090, H36 1.090
30 H 19.3766 21.7435 3.2282  C25 1.101
31 H 19.8224 24.8478 1.8772  C28 1.090
32 H 18.2821 25.2324 2.5228  C28 1.090
33 H 18.5527 23.6695 1.7014  C28 1.090
34 H 20.6218 24.3619 5.2203  C29 1.090
35 H 20.2079 25.7594 4.2062  C29 1.090
36 H 19.0660 25.1806 5.4111  C29 1.090
37 C 13.6856 20.3869 -0.3022  O38 1.289, N39 1.384, H42 1.101
38 O 14.6933 19.6274 -0.5634  C37 1.289
39 N 13.6107 21.5072 0.5071  C37 1.384, C40 1.497, C41 1.511
40 C 12.3306 22.2483 0.7354  N39 1.497, H43 1.090, H44 1.090, H45 1.090
41 C 14.7666 21.8488 1.4186  N39 1.511, H46 1.090, H47 1.090, H48 1.090
42 H 12.7634 20.0641 -0.8098  C37 1.101
43 H 12.3836 22.8415 1.6483  C40 1.090
44 H 11.5527 21.5486 1.0412  C40 1.090
45 H 12.3442 22.9205 -0.1226  C40 1.090
46 H 14.5389 21.9656 2.4781  C41 1.090
47 H 15.4521 21.0185 1.5882  C41 1.090
48 H 15.4377 22.5556 0.9306  C41 1.090
49 C 25.0810 19.5840 -1.2947  O50 1.217, N51 1.390, H54 1.101
50 O 24.9348 20.7678 -1.0527  C49 1.217
51 N 24.1275 18.5958 -1.0766  C49 1.390, C52 1.454, C53 1.535
52 C 22.7902 19.0898 -0.7908  N51 1.454, H55 1.090, H56 1.090, H57 1.090
53 C 24.4440 17.1137 -0.8356  N51 1.535, H58 1.090, H59 1.090, H60 1.090
54 H 25.9777 19.1244 -1.7384  C49 1.101
55 H 22.6812 20.1544 -0.9980  C52 1.090
56 H 22.4841 18.9103 0.2398  C52 1.090
57 H 22.2010 18.4737 -1.4700  C52 1.090
58 H 25.4072 16.9093 -1.3031  C53 1.090
59 H 24.3741 16.7639 0.1944  C53 1.090
60 H 23.7964 16.3072 -1.1793  C53 1.090
61 C 18.6409 13.6008 0.6713  O62 1.192, N63 1.386, H66 1.101
62 O 17.6013 13.0201 0.6165  C61 1.192
63 N 19.7584 13.3492 -0.1089  C61 1.386, C64 1.446, C65 1.476
64 C 20.9715 14.1364 -0.1030  N63 1.446, H67 1.090, H68 1.090, H69 1.090
65 C 19.7809 12.1462 -0.9631  N63 1.476, H70 1.090, H71 1.090, H72 1.090
66 H 18.9256 14.1727 1.5680  C61 1.101
67 H 21.1584 14.4282 0.9305  C64 1.090
68 H 20.9360 14.9789 -0.7936  C64 1.090
69 H 21.8080 13.4992 -0.3898  C64 1.090
70 H 19.9173 12.5282 -1.9748  C65 1.090
71 H 20.6190 11.4869 -0.7370  C65 1.090
72 H 18.8831 11.5309 -0.9051  C65 1.090
73 C 17.5253 23.7557 -2.4199  O74 1.242, N75 1.336, H78 1.101
74 O 18.3771 24.0678 -1.5709  C73 1.242
75 N 16.9759 22.5439 -2.3029  C73 1.336, C76 1.468, C77 1.413
76 C 15.6229 22.2754 -2.8054  N75 1.468, H79 1.090, H80 1.090, H81 1.090
77 C 17.4497 21.4705 -1.5148  N75 1.413, H82 1.090, H83 1.090, H84 1.090
78 H 16.9975 24.4280 -3.1138  C73 1.101
79 H 15.6348 21.3355 -3.3572  C76 1.090
80 H 15.2846 23.0109 -3.5353  C76 1.090
81 H 14.8697 22.2736 -2.0175  C76 1.090
82 H 18.3957 21.6909 -1.0202  C77 1.090
83 H 16.6227 21.3038 -0.8247  C77 1.090
84 H 17.5249 20.5076 -2.0200  C77 1.090
85 C 21.1743 19.0069 3.5801  O86 1.232, N87 1.315, H90 1.101
86 O 21.4765 18.7478 2.4146  C85 1.232
87 N 20.3135 18.3241 4.3017  C85 1.315, C88 1.490, C89 1.462
88 C 20.1142 18.7152 5.7253  N87 1.490, H91 1.090, H92 1.090, H93 1.090
89 C 19.6588 17.0951 3.8553  N87 1.462, H94 1.090, H95 1.090, H96 1.090
90 H 21.5642 19.8642 4.1504  C85 1.101
91 H 19.3716 18.0537 6.1715  C88 1.090
92 H 19.8527 19.7670 5.8409  C88 1.090
93 H 20.9985 18.4828 6.3187  C88 1.090
94 H 20.1712 16.5192 3.0847  C89 1.090
95 H 19.7442 16.3344 4.6312  C89 1.090
96 H 18.5914 17.2628 3.7115  C89 1.090
97 C 12.2228 17.0723 -1.4821  O98 1.218, N99 1.352, H102 1.101
98 O 11.0253 16.8686 -1.5736  C97 1.218
99 N 13.0703 16.6398 -2.4433  C97 1.352, C100 1.450, C101 1.502
100 C 14.5014 16.8712 -2.4802  N99 1.450, H103 1.090, H104 1.090, H105 1.090
101 C 12.5840 15.7879 -3.5810  N99 1.502, H106 1.090, H107 1.090, H108 1.090
102 H 12.7873 17.6265 -0.7163  C97 1.101
103 H 14.7420 17.6722 -3.1791  C100 1.090
104 H 15.1189 16.0095 -2.7337  C100 1.090
105 H 14.9131 17.2297 -1.5368  C100 1.090
106 H 12.6782 16.2388 -4.5689  C101 1.090
107 H 13.0847 14.8215 -3.5222  C101 1.090
108 H 11.5183 15.5900 -3.4663  C101 1.090

calculated total energy: -2236.06240 Ha
lowest unoccupied orbital energy (alpha / beta): -3.62 / -8.46 eV
energy above the lowest of the compared OMol25 structures with the same formula, charge and spin: 173.9 kcal/mol
<S²>: 0.772
net charge: +1
strongest force on any atom: 0.0971 hartree/bohr
HOMO-LUMO gap (alpha / beta): 6.99 / 2.14 eV
multiplicity: 2